The following is a quantum chemistry calculation of 8 unconnected molecules or ions with the total composition C12H40N2O8 in a non-equilibrium geometry, from the Open Molecules 2025 dataset.

E_HOMO	-0.312	Eh
energy above the lowest of the compared OMol25 structures with the same formula, charge and spin	107.86	kJ/mol
structure (SMILES)	NC(N)=O.CCO.CCO.CCO.CCO.CO.CO.CO
molecular weight	340.46	g/mol
calculated total energy	-32449.5920	eV
orbital gap	0.309	Eh

Last column: Mulliken charge in e.
Atoms and positions in Å:
N -0.870 0.991 -0.293  0.655
C -1.899 1.740 -0.164  0.407
N -3.097 1.186 -0.198  -0.278
O -1.763 3.110 -0.013  -0.786
H 0.119 1.333 -0.468  0.211
H -0.955 -0.026 -0.409  0.006
H -3.902 1.808 0.052  0.329
H -3.138 0.180 -0.084  0.169
C 1.368 4.356 3.334  -1.516
C 1.290 3.177 2.367  0.131
O 0.042 2.468 2.402  -0.457
H 0.830 4.102 4.253  0.308
H 0.828 5.182 2.889  0.333
H 2.323 4.684 3.503  0.488
H 1.965 2.369 2.580  0.255
H 1.577 3.452 1.331  0.233
H -0.053 1.971 1.634  0.032
C -2.958 0.827 3.393  -0.592
C -3.210 2.369 3.339  -0.351
O -2.055 3.035 3.921  -0.608
H -2.220 0.522 2.641  -0.133
H -3.947 0.303 3.366  0.322
H -2.504 0.675 4.359  0.347
H -4.107 2.618 3.846  0.421
H -3.337 2.707 2.329  0.187
H -1.290 2.763 3.417  0.528
C 4.100 -2.428 -1.693  -0.999
C 3.759 -1.292 -2.711  -0.283
O 2.316 -1.345 -2.869  -0.412
H 3.516 -3.412 -1.849  0.234
H 3.866 -2.122 -0.695  0.248
H 5.149 -2.633 -1.725  0.396
H 4.197 -1.359 -3.680  0.412
H 4.000 -0.343 -2.273  0.228
H 2.056 -0.456 -3.176  0.249
C 0.564 -1.631 1.247  -1.311
C 0.511 -1.992 -0.227  0.831
O -0.729 -1.647 -0.854  -0.786
H -0.041 -2.363 1.730  0.453
H 0.191 -0.638 1.491  0.129
H 1.542 -1.796 1.701  0.408
H 0.698 -3.053 -0.405  0.512
H 1.310 -1.499 -0.727  -0.544
H -0.587 -1.754 -1.809  0.081
C 2.696 0.916 0.076  -0.079
O 1.691 1.317 -0.811  -0.710
H 2.400 0.886 1.129  -0.034
H 3.561 1.490 -0.149  0.450
H 2.922 -0.179 -0.112  -0.318
H 2.132 1.466 -1.679  0.270
C -1.729 -0.877 -3.818  -0.498
O -0.624 -1.744 -3.614  -0.555
H -1.580 -0.084 -4.565  0.343
H -2.058 -0.476 -2.868  0.071
H -2.608 -1.421 -4.268  0.259
H -0.288 -2.088 -4.474  0.288
C -1.785 -4.510 -1.577  -0.436
O -2.741 -3.781 -2.303  -0.516
H -0.749 -4.279 -1.883  0.094
H -1.917 -5.552 -1.642  0.375
H -1.765 -4.131 -0.523  0.189
H -3.014 -3.092 -1.722  0.321